(1)
This record from the OMol25 dataset describes a structure of composition C13H22O3PPtTe. The level of theory is the ωB97M-V functional and the def2-TZVPD basis.

* <S²>: 6.037
* charge: +3
* lowest unoccupied orbital energy (spin up / spin down): -10.36 / -13.70 eV
* ΔE to the lowest compared entry with this formula, charge and spin: 20.47 kcal/mol
* molecular weight: 580.0 g mol⁻¹
* frontier orbital gap (spin up / spin down): 9.31 / 6.38 eV
* multiplicity: 5

Positions of all 41 atoms, in Å:
1 Pt -0.1075 0.6749 -0.7555
2 Te 2.6114 0.9588 0.9305
3 P 0.7366 -0.1435 2.2163
4 O -0.3504 0.0991 1.1760
5 O 0.5274 0.5030 3.5690
6 O 1.1820 -1.5894 2.3350
7 C -2.8041 2.2485 -3.0715
8 C 0.4181 0.2112 -2.8994
9 C -0.4838 1.2842 -2.7881
10 C 0.4923 2.7205 4.6204
11 C 1.4318 -2.4184 3.6086
12 C -2.3781 -0.2186 -3.3105
13 C -2.0243 -2.6893 -3.6607
14 C -1.5306 -1.3170 -3.3666
15 C -0.3699 1.6475 4.0324
16 C 1.8875 0.4208 -3.1400
17 C -1.9101 1.0792 -3.0434
18 C 2.8603 -2.2741 4.0285
19 C -0.1465 -1.1035 -3.1459
20 H -3.0425 -2.6819 -4.0409
21 H -0.1093 2.3062 -2.8450
22 H -3.8452 1.9829 -3.2284
23 H 3.5447 -2.6080 3.2501
24 H -1.0154 1.1613 4.7573
25 H -1.3724 -3.1899 -4.3787
26 H 0.5335 -1.9471 -3.2121
27 H 3.0153 -2.9118 4.9010
28 H -2.0048 -3.2915 -2.7460
29 H 1.1375 3.1876 3.8755
30 H 1.0940 2.3403 5.4436
31 H -0.9474 1.9562 3.1642
32 H 1.1662 -3.4139 3.2700
33 H -0.1663 3.4943 5.0194
34 H 2.0561 0.4462 -4.2210
35 H 0.7151 -2.0579 4.3404
36 H 2.2374 1.3741 -2.7447
37 H 3.0955 -1.2529 4.3330
38 H 2.4841 -0.3963 -2.7353
39 H -2.7001 2.8424 -2.1565
40 H -3.4362 -0.3544 -3.5012
41 H -2.4817 2.9203 -3.8798

(2)
This record from the OMol25 dataset describes a structure of composition C13H23AsMnNO4Si2. The level of theory is the ωB97M-V functional and the def2-TZVPD basis.

* <S²>: 6.052
* charge: +2
* lowest unoccupied orbital energy (spin up / spin down): -7.75 / -7.98 eV
* molecular weight: 443.4 g mol⁻¹
* frontier orbital gap (spin up / spin down): 6.27 / 7.05 eV
* multiplicity: 5

Positions of all 45 atoms, in Å:
1 As -0.1014 -2.8700 0.1264
2 Mn -0.0655 -0.4998 0.0262
3 Si -1.6341 -4.2047 -1.1612
4 Si 1.6043 -4.1557 1.2471
5 O 1.9359 -0.0691 0.1621
6 O -2.0662 0.0411 -0.1689
7 O -3.4619 1.7860 -0.3026
8 O 3.5159 1.4305 0.2376
9 N -0.0042 1.5345 -0.0168
10 C -1.1614 3.5934 -0.1643
11 C -1.1394 2.2097 -0.1301
12 C -2.0516 -5.6488 -0.0753
13 C 2.9296 -2.9446 1.7189
14 C 0.0601 4.2545 -0.0786
15 C -2.2872 1.2545 -0.2064
16 C 1.2465 3.5330 0.0347
17 C 1.1690 2.1507 0.0629
18 C 2.2606 1.1195 0.1631
19 C -3.0927 -3.1022 -1.4967
20 C -0.7099 -4.6758 -2.6990
21 C 2.1649 -5.4043 -0.0053
22 C 0.7470 -4.9070 2.7099
23 H -1.1748 -6.2570 0.1510
24 H 0.1906 -5.2485 -2.4745
25 H 2.1895 4.0608 0.0973
26 H 2.5649 -2.1870 2.4141
27 H -2.7663 -6.2881 -0.6012
28 H -2.5127 -5.3381 0.8630
29 H 0.3699 -4.1497 3.3981
30 H -2.0933 4.1345 -0.2558
31 H 1.3586 -6.0744 -0.3062
32 H 3.3627 -2.4480 0.8504
33 H 3.7050 2.3812 0.2293
34 H -3.8310 -3.6682 -2.0718
35 H 0.0904 5.3355 -0.1021
36 H 2.9519 -6.0190 0.4410
37 H -3.5709 -2.7727 -0.5733
38 H 1.4665 -5.5240 3.2559
39 H -1.3571 -5.3045 -3.3173
40 H -2.8166 -2.2274 -2.0875
41 H 3.7300 -3.4940 2.2229
42 H -0.4272 -3.8056 -3.2928
43 H 2.5795 -4.9329 -0.8973
44 H -0.0826 -5.5503 2.4139
45 H -4.1658 1.1119 -0.3408

(3)
This record from the OMol25 dataset describes a structure of composition C13H23AuGeNSe. The level of theory is the ωB97M-V functional and the def2-TZVPD basis.

* charge: -1
* lowest unoccupied orbital energy: 2.45 eV
* ΔE to the lowest compared entry with this formula, charge and spin: 1.09 kcal/mol
* molecular weight: 541.9 g mol⁻¹
* frontier orbital gap: 4.32 eV
* multiplicity: 1

Positions of all 40 atoms, in Å:
1 Au 3.4272 0.5300 0.5617
2 Se 5.5484 0.4148 -0.5335
3 Ge 3.3102 0.5127 -3.0619
4 N 1.6380 0.7730 1.2651
5 C 3.5281 0.6446 -5.0183
6 C -1.0894 0.7893 1.5316
7 C -0.7808 2.0166 3.6885
8 C 0.0013 2.6133 4.6803
9 C 5.9852 -1.4439 -0.9255
10 C 1.3793 2.5824 4.5126
11 C 3.4892 2.0120 3.3354
12 C 1.2113 1.3745 2.3757
13 C -0.2218 1.4193 2.5802
14 C 1.9946 1.9925 3.4164
15 C 1.9841 1.8221 -2.5005
16 C 5.1186 0.9395 -2.3705
17 C 2.7431 -1.3098 -2.6466
18 H 4.2590 -0.0804 -5.3814
19 H 1.7452 -1.4702 -3.0577
20 H 3.4168 -2.0460 -3.0883
21 H 6.2009 -1.9210 0.0272
22 H 2.6888 -1.4528 -1.5672
23 H 5.1374 -1.9342 -1.3933
24 H 3.8433 2.5311 2.4357
25 H 5.2299 2.0253 -2.3790
26 H 6.8630 -1.4834 -1.5687
27 H 3.8644 1.6429 -5.3039
28 H -2.1471 0.8757 1.7977
29 H -0.4488 3.0807 5.5481
30 H 3.9096 1.0000 3.2738
31 H 1.7458 1.7054 -1.4419
32 H 2.5783 0.4520 -5.5203
33 H -0.8321 -0.2650 1.3958
34 H 2.3550 2.8342 -2.6717
35 H 2.0139 3.0371 5.2709
36 H -0.9212 1.2544 0.5558
37 H 3.9123 2.5108 4.2111
38 H 1.0732 1.6847 -3.0874
39 H 5.8947 0.5329 -3.0235
40 H -1.8647 2.0191 3.7856

(4)
This record from the OMol25 dataset describes a structure of composition C13H23AuI2OP2 in a non-equilibrium geometry. The level of theory is the ωB97M-V functional and the def2-TZVPD basis.

* <S²>: 2.020
* charge: +2
* lowest unoccupied orbital energy (spin up / spin down): -9.20 / -9.39 eV
* ΔE to the lowest compared entry with this formula, charge and spin: 99.11 kcal/mol
* molecular weight: 708.0 g mol⁻¹
* frontier orbital gap (spin up / spin down): 6.02 / 6.00 eV
* multiplicity: 3

Positions of all 42 atoms, in Å:
1 Au -0.6762 0.6617 -0.9937
2 I 2.2374 0.8263 -0.3135
3 I -3.3546 0.6139 -0.9276
4 P -0.5545 -1.8220 -0.9717
5 P -0.5928 3.0339 -1.0018
6 O -1.1316 0.9496 2.2499
7 C -0.7971 3.8803 0.5788
8 C 0.2848 -1.1523 2.5193
9 C 2.7621 -2.1834 1.9575
10 C 0.9270 3.6720 -1.7257
11 C -0.7893 0.6028 1.2036
12 C -1.8928 3.6444 -2.0813
13 C -1.8656 -2.4218 -2.0669
14 C 0.8311 -1.0256 1.2387
15 C 2.3084 -2.1866 3.2538
16 C 1.1004 -1.5937 3.5640
17 C 2.0930 -1.5735 0.8866
18 C 0.9248 -2.4370 -1.7464
19 C -0.8434 -2.7104 0.5349
20 H -0.7586 -3.7860 0.4065
21 H -1.8974 3.0565 -3.0075
22 H 3.7425 -2.5995 1.7935
23 H -1.6794 4.6983 -2.3119
24 H -1.6512 -3.4787 -2.2878
25 H -1.8704 -1.8472 -3.0005
26 H 0.7868 -3.4921 -1.9841
27 H 1.1780 -1.8592 -2.6366
28 H 2.8376 -1.6105 0.0523
29 H -1.7376 -2.3709 1.0446
30 H -2.8473 -2.3275 -1.5850
31 H 0.0221 3.6165 1.2658
32 H 1.1601 3.1084 -2.6389
33 H -0.0351 -2.5302 1.2762
34 H -0.7872 4.9723 0.4083
35 H -2.8705 3.5466 -1.5942
36 H 2.9222 -2.6245 4.0726
37 H -0.7272 -1.0670 3.0082
38 H 1.7682 3.5776 -1.0232
39 H 0.7668 4.7304 -1.9829
40 H 0.6967 -1.6991 4.6020
41 H 1.7662 -2.3872 -1.0726
42 H -1.7563 3.5949 1.0365

(5)
This record from the OMol25 dataset describes a structure of composition C13H23BeClNP in a non-equilibrium geometry. The level of theory is the ωB97M-V functional and the def2-TZVPD basis.

* lowest unoccupied orbital energy: 0.24 eV
* ΔE to the lowest compared entry with this formula, charge and spin: 73.95 kcal/mol
* molecular weight: 268.8 g mol⁻¹
* frontier orbital gap: 7.68 eV
* multiplicity: 1

Positions of all 40 atoms, in Å:
1 Cl -0.5793 0.1180 2.5743
2 P 1.8947 -1.0653 0.6857
3 N -1.9244 -0.8540 0.0029
4 C -0.8206 3.0910 -1.2222
5 C 2.7097 -1.9284 -0.7183
6 C -1.1042 1.8879 -0.5301
7 C 1.2265 1.4301 -0.2978
8 C 0.4927 3.4546 -1.4498
9 C 2.8097 -1.3149 2.2418
10 C -1.6420 -0.9774 -1.4264
11 C -0.0784 1.0506 -0.1422
12 C -2.9037 0.2282 0.3189
13 C -2.4134 -2.1086 0.6092
14 C 1.5535 2.6587 -0.9652
15 C 2.3591 0.6446 0.2761
16 C -2.5627 1.6105 -0.2862
17 Be -0.5873 -0.4031 0.6650
18 H 0.1499 -1.2961 0.7652
19 H -3.0553 0.3001 1.4067
20 H 2.3504 -2.9706 -0.6747
21 H 0.7021 4.3804 -2.0016
22 H 2.5020 -2.2700 2.6706
23 H 2.5367 -0.5000 2.9042
24 H -1.7622 -2.9255 0.2670
25 H 3.2436 0.5795 -0.3614
26 H -3.4836 -2.2059 0.2013
27 H 2.3896 -1.4215 -1.6079
28 H -2.1648 -1.8720 -1.7576
29 H 2.5854 2.9527 -1.0621
30 H -1.6674 3.6965 -1.5498
31 H 2.7637 1.0665 1.2076
32 H -2.9759 2.4378 0.3543
33 H -2.0199 -0.1051 -2.0009
34 H -2.4588 -2.0759 1.7233
35 H -0.5882 -1.0979 -1.6816
36 H 1.8447 -2.5030 0.8013
37 H -3.1284 1.7097 -1.2339
38 H 3.8540 -1.3443 1.9588
39 H -3.8081 -0.1757 -0.1591
40 H 3.7606 -1.8825 -0.5054